No. 1
Density functional theory data (wB97M-V/def2-TZVPD) for the molecule C20H18F3NO3.

Geometry as ORCA input:
```
! wB97M-V def2-TZVPD RIJCOSX def2/J DEFGRID3
* xyz 0 1
C 1.129 -6.073 2.253
C 0.345 -6.123 0.955
H -0.598 -6.669 1.080
H 0.917 -6.618 0.163
O 0.056 -4.787 0.552
C -0.641 -4.657 -0.594
O -1.001 -5.619 -1.240
C -0.891 -3.268 -0.936
C -1.569 -2.828 -2.065
N -1.618 -1.470 -2.071
C -0.971 -0.989 -0.955
C -0.754 0.310 -0.529
C -0.072 0.527 0.660
C 0.396 -0.578 1.407
C 0.191 -1.874 0.975
C -0.500 -2.096 -0.212
H 0.564 -2.708 1.548
O 1.087 -0.330 2.558
H 1.402 -1.167 2.921
C 0.163 1.905 1.116
C 0.576 2.872 0.204
C 0.775 4.181 0.617
C 0.578 4.549 1.940
C 0.170 3.587 2.847
C -0.037 2.281 2.442
H -0.363 1.543 3.157
H 0.010 3.861 3.878
H 0.739 5.570 2.249
C 1.237 5.186 -0.397
F 1.075 6.457 -0.002
F 2.546 5.050 -0.694
F 0.584 5.070 -1.570
H 0.757 2.605 -0.827
H -1.120 1.158 -1.086
C -2.234 -0.680 -3.100
H -1.689 -0.778 -4.042
H -2.234 0.365 -2.803
H -3.265 -1.000 -3.260
C -2.180 -3.625 -3.154
H -3.254 -3.447 -3.206
H -2.004 -4.679 -2.964
H -1.746 -3.355 -4.118
H 2.057 -5.525 2.109
H 1.362 -7.083 2.578
H 0.546 -5.578 3.025
*
```

Computed properties:
**Frontier orbital gap**: 0.3148 Eh
**Energy above the lowest of the compared OMol25 structures with the same formula, charge and spin**: 0.0 kcal per mole
**Lowest unoccupied orbital energy**: 0.58 eV
**HOMO energy**: -7.989 eV
**SMILES string**: CCOC(=O)c1c(C)n(C)c2cc(-c3cccc(C(F)(F)F)c3)c(O)cc12

No. 2
Density functional theory data (wB97M-V/def2-TZVPD) for a structure of composition C2H2AgCl6F5 at a distorted geometry.

Geometry as ORCA input:
```
! wB97M-V def2-TZVPD RIJCOSX def2/J DEFGRID3
* xyz -3 2
Ag 5.357 8.371 9.252
F 4.581 8.151 7.136
F 4.125 9.886 10.312
F 7.407 9.374 8.798
F 6.099 7.515 11.252
F 6.146 6.227 8.636
C 1.650 7.691 8.294
Cl 2.876 7.024 9.362
Cl 0.832 9.126 8.947
Cl 0.441 6.439 7.876
H 2.218 7.991 7.414
C 4.543 11.381 7.385
Cl 4.572 13.118 7.695
Cl 5.771 10.943 6.175
Cl 2.947 10.837 6.825
H 4.812 10.868 8.313
*
```

Computed properties:
**Frontier orbital gap (spin up / spin down)**: 0.1654 / 0.1548 Eh
**Lowest unoccupied orbital energy (spin up / spin down)**: 6.38 / 6.39 eV
**HOMO energy (spin up / spin down)**: 1.882 / 2.175 eV

Copy entry 1 word for word.
Density functional theory data (wB97M-V/def2-TZVPD) for the molecule C20H18F3NO3.

Geometry as ORCA input:
```
! wB97M-V def2-TZVPD RIJCOSX def2/J DEFGRID3
* xyz 0 1
C 1.129 -6.073 2.253
C 0.345 -6.123 0.955
H -0.598 -6.669 1.080
H 0.917 -6.618 0.163
O 0.056 -4.787 0.552
C -0.641 -4.657 -0.594
O -1.001 -5.619 -1.240
C -0.891 -3.268 -0.936
C -1.569 -2.828 -2.065
N -1.618 -1.470 -2.071
C -0.971 -0.989 -0.955
C -0.754 0.310 -0.529
C -0.072 0.527 0.660
C 0.396 -0.578 1.407
C 0.191 -1.874 0.975
C -0.500 -2.096 -0.212
H 0.564 -2.708 1.548
O 1.087 -0.330 2.558
H 1.402 -1.167 2.921
C 0.163 1.905 1.116
C 0.576 2.872 0.204
C 0.775 4.181 0.617
C 0.578 4.549 1.940
C 0.170 3.587 2.847
C -0.037 2.281 2.442
H -0.363 1.543 3.157
H 0.010 3.861 3.878
H 0.739 5.570 2.249
C 1.237 5.186 -0.397
F 1.075 6.457 -0.002
F 2.546 5.050 -0.694
F 0.584 5.070 -1.570
H 0.757 2.605 -0.827
H -1.120 1.158 -1.086
C -2.234 -0.680 -3.100
H -1.689 -0.778 -4.042
H -2.234 0.365 -2.803
H -3.265 -1.000 -3.260
C -2.180 -3.625 -3.154
H -3.254 -3.447 -3.206
H -2.004 -4.679 -2.964
H -1.746 -3.355 -4.118
H 2.057 -5.525 2.109
H 1.362 -7.083 2.578
H 0.546 -5.578 3.025
*
```

Computed properties:
**Frontier orbital gap**: 0.3148 Eh
**Energy above the lowest of the compared OMol25 structures with the same formula, charge and spin**: 0.0 kcal per mole
**Lowest unoccupied orbital energy**: 0.58 eV
**HOMO energy**: -7.989 eV
**SMILES string**: CCOC(=O)c1c(C)n(C)c2cc(-c3cccc(C(F)(F)F)c3)c(O)cc12

What did the first record say?
Density functional theory data (wB97M-V/def2-TZVPD) for the molecule C20H18F3NO3.

Geometry as ORCA input:
```
! wB97M-V def2-TZVPD RIJCOSX def2/J DEFGRID3
* xyz 0 1
C 1.129 -6.073 2.253
C 0.345 -6.123 0.955
H -0.598 -6.669 1.080
H 0.917 -6.618 0.163
O 0.056 -4.787 0.552
C -0.641 -4.657 -0.594
O -1.001 -5.619 -1.240
C -0.891 -3.268 -0.936
C -1.569 -2.828 -2.065
N -1.618 -1.470 -2.071
C -0.971 -0.989 -0.955
C -0.754 0.310 -0.529
C -0.072 0.527 0.660
C 0.396 -0.578 1.407
C 0.191 -1.874 0.975
C -0.500 -2.096 -0.212
H 0.564 -2.708 1.548
O 1.087 -0.330 2.558
H 1.402 -1.167 2.921
C 0.163 1.905 1.116
C 0.576 2.872 0.204
C 0.775 4.181 0.617
C 0.578 4.549 1.940
C 0.170 3.587 2.847
C -0.037 2.281 2.442
H -0.363 1.543 3.157
H 0.010 3.861 3.878
H 0.739 5.570 2.249
C 1.237 5.186 -0.397
F 1.075 6.457 -0.002
F 2.546 5.050 -0.694
F 0.584 5.070 -1.570
H 0.757 2.605 -0.827
H -1.120 1.158 -1.086
C -2.234 -0.680 -3.100
H -1.689 -0.778 -4.042
H -2.234 0.365 -2.803
H -3.265 -1.000 -3.260
C -2.180 -3.625 -3.154
H -3.254 -3.447 -3.206
H -2.004 -4.679 -2.964
H -1.746 -3.355 -4.118
H 2.057 -5.525 2.109
H 1.362 -7.083 2.578
H 0.546 -5.578 3.025
*
```

Computed properties:
**Frontier orbital gap**: 0.3148 Eh
**Energy above the lowest of the compared OMol25 structures with the same formula, charge and spin**: 0.0 kcal per mole
**Lowest unoccupied orbital energy**: 0.58 eV
**HOMO energy**: -7.989 eV
**SMILES string**: CCOC(=O)c1c(C)n(C)c2cc(-c3cccc(C(F)(F)F)c3)c(O)cc12